The following is a DFT calculation (ωB97M-V with the def2-TZVPD basis set) of one molecule with the formula C2H3NO.

The geometry in XYZ format:
```
7
Properties=species:S:1:pos:R:3:forces:R:3
C 0.58018 -1.71321 0.35869 -0.57 0.72 -2.69
N 0.22432 -0.26144 0.30477 0.70 -2.09 0.27
C -0.23780 0.70445 -0.20080 -1.14 2.23 0.12
O -0.70782 1.77062 -0.50257 1.02 -2.24 0.15
H -0.31097 -2.34045 0.55651 0.47 0.59 0.09
H 1.36817 -1.91127 1.05860 0.14 0.26 0.53
H 0.98083 -2.03056 -0.67524 -0.63 0.54 1.53
```
Positions in Å, forces in eV/Å.

The SMILES is CN=C=O. The calculation puts the total energy at -5659.7220 eV. The relative energy (zero: lowest compared OMol25 entry of this formula, charge and spin) is 0.1827 eV. The value obtained for the strongest force on any atom is 2.8 eV/A. As for the HOMO-LUMO gap: 11.072 eV.

Results of the Löwdin charge analysis, in e, for atoms 1 through 2: -0.065 0.078

=====

The following is a DFT calculation (ωB97M-V with the def2-TZVPD basis set) of one molecule with the formula C2H3NO.

The geometry in XYZ format:
```
7
Properties=species:S:1:pos:R:3:forces:R:3
N -1.49502 0.22679 1.39065 -1.17 0.65 -1.14
C -1.11576 0.32599 0.30187 -0.51 -0.08 1.23
C 0.02165 0.11629 -0.59200 0.59 -0.42 0.97
O 0.79824 -0.41862 0.62653 0.19 0.11 -0.98
H -0.24418 -0.57248 -1.42713 0.63 -0.11 0.94
H 0.32880 1.06739 -1.08581 0.46 -0.64 0.84
H 1.70627 -0.74536 0.78589 -0.20 0.48 -1.86
```
Positions in Å, forces in eV/Å.

The SMILES is N#CCO. The calculation puts the total energy at -5657.5026 eV. The relative energy (zero: lowest compared OMol25 entry of this formula, charge and spin) is 2.4022 eV. The value obtained for the strongest force on any atom is 1.9 eV/A. As for the HOMO-LUMO gap: 11.999 eV.

Results of the Löwdin charge analysis, in e, for atoms 1 through 2: 0.168 -0.230

=====

The following is a DFT calculation (ωB97M-V with the def2-TZVPD basis set) of a 2-piece molecular cluster, C2H3NO2 overall.

The geometry in XYZ format:
```
8
Properties=species:S:1:pos:R:3:forces:R:3
C -0.79983 1.05786 -0.10705 0.54 4.50 0.77
C 0.06949 -1.24060 -0.80749 1.59 0.12 -0.17
N -0.47258 -0.13127 -0.18728 0.40 0.87 -1.93
O 2.03065 -0.46503 0.40307 1.88 10.94 -2.13
O -0.92030 -1.32257 0.20348 -0.04 -1.11 1.47
H -1.38776 1.40114 0.78135 0.11 -0.53 -1.15
H -0.25726 1.92926 -0.74864 -1.15 -2.75 1.48
H 1.73758 -1.22879 0.46256 -3.33 -12.04 1.67
```
Positions in Å, forces in eV/Å.

The calculation puts the total energy at -7697.3269 eV. The relative energy (zero: lowest compared OMol25 entry of this formula, charge and spin) is 10.5161 eV. The value obtained for the strongest force on any atom is 12.6 eV/A. As for the HOMO-LUMO gap (alpha / beta): 7.175 / 7.188 eV.

Results of the Löwdin charge analysis, in e, for atoms 1 through 2: 0.116 0.186

=====

The following is a DFT calculation (ωB97M-V with the def2-TZVPD basis set) of one molecule with the formula C2H3NO2.

The geometry in XYZ format:
```
8
Properties=species:S:1:pos:R:3:forces:R:3
O 2.03992 -0.97418 0.20107 1.00 -1.01 0.54
C 1.05851 -0.35795 0.32534 -0.55 2.14 -2.17
N 0.58053 1.01748 -0.23796 0.76 -0.25 4.23
C -0.31040 0.02020 0.29366 -2.42 -0.85 1.95
O -1.29336 -0.56300 -0.49963 2.74 -1.14 -0.74
H 0.73806 0.83983 -1.15838 0.51 -0.27 -3.71
H -0.71359 0.22527 1.31306 0.25 0.48 -0.75
H -2.09967 -0.20765 -0.23718 -2.29 0.90 0.65
```
Positions in Å, forces in eV/Å.

The SMILES is O=C1N[C@H]1O. The calculation puts the total energy at -7704.9704 eV. The relative energy (zero: lowest compared OMol25 entry of this formula, charge and spin) is 2.8725 eV. The value obtained for the strongest force on any atom is 4.3 eV/A. As for the HOMO-LUMO gap: 9.968 eV.

Results of the Löwdin charge analysis, in e, for atoms 1 through 2: 0.173 -0.289